Molecular formula: C19H43OP3SSeZr
Method: DFT, ωB97M-V/def2-TZVPD

As for the strongest force on any atom: 2.7 eV Å⁻¹. For the LUMO energy (spin up / spin down), the calculation gives -15.53 / -15.53 eV. As for the charge: +4. For the orbital gap (spin up / spin down), the calculation gives 0.10049 / 0.10045 Ha.

Geometry (Å):
Zr  0.078  0.389  0.650
P  0.986  0.926  3.085
P  1.825  1.797  -0.840
P  1.833  -1.614  0.688
H  -2.226  -0.819  -0.542
C  -1.467  -1.299  0.088
C  -1.523  -1.129  1.512
H  -2.325  -0.515  1.955
C  -0.016  2.188  3.948
C  2.659  1.653  3.289
C  1.056  -0.357  4.386
C  1.492  1.521  -2.616
C  1.565  3.602  -0.670
C  3.640  1.622  -0.713
C  1.279  -3.178  1.443
C  3.488  -1.452  1.442
C  2.229  -2.142  -1.011
H  -1.081  -2.210  -0.389
H  -1.185  -1.903  2.211
H  -1.071  1.881  3.959
H  0.065  3.159  3.437
H  0.349  2.282  4.984
H  2.729  2.597  2.733
H  3.426  0.965  2.914
H  2.845  1.848  4.356
H  0.057  -0.788  4.523
H  1.386  0.105  5.327
H  1.757  -1.154  4.108
H  2.103  2.140  -3.284
H  0.429  1.708  -2.826
H  1.666  0.461  -2.855
H  2.219  4.181  -1.337
H  1.768  3.898  0.369
H  0.519  3.864  -0.885
H  4.173  2.308  -1.383
H  3.956  0.599  -0.950
H  3.959  1.831  0.317
H  2.029  -3.943  1.192
H  0.299  -3.476  1.054
H  1.207  -3.069  2.534
H  4.064  -2.362  1.208
H  3.401  -1.353  2.533
H  4.015  -0.575  1.044
H  2.753  -3.108  -0.956
H  2.873  -1.403  -1.506
H  1.310  -2.248  -1.605
C  -2.095  -2.280  -4.171
C  -2.899  -2.585  -3.078
C  -3.893  -3.570  -3.155
C  -4.128  -4.222  -4.365
C  -3.385  -3.882  -5.499
C  -2.375  -2.905  -5.411
Se  -0.627  -1.066  -3.740
H  -0.930  -0.498  -2.323
H  -2.727  -2.072  -2.138
H  -4.459  -3.808  -2.263
H  -4.893  -4.994  -4.416
H  -3.600  -4.385  -6.444
H  -1.803  -2.644  -6.311
C  -2.231  4.390  0.614
S  -2.435  2.792  -0.189
C  -3.855  2.153  0.709
O  -1.225  1.913  0.444
H  -2.849  4.464  1.516
H  -2.582  5.112  -0.138
H  -1.177  4.582  0.843
H  -4.739  2.621  0.258
H  -3.905  1.068  0.559
H  -3.780  2.393  1.777

Atom charges from the Mulliken analysis, given in e for atoms 1 to 8: 0.02 1.18 0.77 1.25 0.58 -0.94 -0.48 0.34